(1)
The following is a DFT calculation (wB97M-V/def2-TZVPD) of C34H63BaN2O16 as an isolated structure.

Computed properties:
Energy above the lowest of the compared OMol25 structures with the same formula, charge and spin, eV: 12.472
Total charge: +1

Last column: Löwdin charge in e.
CARTESIAN COORDINATES (ANGSTROEM)
Ba  -3.400  15.914  -17.065  1.696
C  -2.293  9.813  -12.479  -0.024
C  -2.542  11.071  -13.305  -0.805
O  -3.125  10.983  -14.405  -0.055
O  -2.284  12.199  -12.881  -0.059
H  -3.115  9.736  -11.767  0.071
H  -1.400  9.976  -11.877  0.067
H  -2.176  8.874  -13.019  0.069
C  -6.949  9.043  -6.080  -0.042
C  -6.300  10.062  -6.784  -0.080
C  -7.054  11.080  -7.161  -0.040
C  -8.433  11.180  -6.917  -0.108
C  -9.056  10.126  -6.243  -0.025
C  -8.332  9.092  -5.735  -0.057
N  -9.208  12.318  -7.473  -0.376
O  -10.373  12.366  -7.302  0.107
O  -8.579  13.239  -7.968  0.055
H  -6.459  8.156  -5.705  0.101
H  -5.223  9.998  -6.841  0.117
H  -6.600  11.912  -7.680  0.119
H  -10.096  10.228  -5.969  0.119
H  -8.824  8.319  -5.163  0.109
C  0.898  8.062  -4.761  -0.043
C  1.471  8.962  -5.670  -0.092
C  1.791  8.595  -6.932  -0.010
C  1.482  7.297  -7.407  -0.137
C  0.898  6.360  -6.556  -0.001
C  0.551  6.771  -5.268  -0.060
N  1.973  6.815  -8.675  -0.381
O  2.471  7.657  -9.376  0.087
O  1.718  5.679  -8.982  0.091
H  0.792  8.305  -3.714  0.102
H  1.786  9.941  -5.339  0.108
H  2.318  9.301  -7.558  0.119
H  0.621  5.335  -6.752  0.119
H  0.115  6.105  -4.538  0.099
C  -4.071  18.130  -12.513  -0.158
O  -5.161  17.780  -13.264  -0.208
C  -6.289  17.519  -12.388  -0.160
C  -7.443  17.111  -13.298  -0.206
O  -6.984  15.987  -14.002  -0.209
C  -7.749  14.804  -13.782  -0.088
H  -4.146  19.010  -11.875  0.097
H  -3.227  18.269  -13.188  0.078
H  -3.803  17.298  -11.860  0.095
H  -6.569  18.312  -11.694  0.133
H  -5.933  16.669  -11.807  0.129
H  -7.590  17.934  -13.998  0.120
H  -8.441  17.031  -12.869  0.132
H  -7.473  14.320  -12.845  0.093
H  -7.508  14.059  -14.540  0.084
H  -8.828  14.949  -13.728  0.090
C  -11.549  7.128  -12.193  -0.103
O  -10.755  5.959  -12.325  -0.182
C  -9.397  6.300  -12.529  -0.231
C  -8.533  5.081  -12.735  -0.147
O  -8.638  4.658  -14.142  -0.209
C  -9.680  3.789  -14.464  -0.127
H  -11.080  7.776  -11.453  0.085
H  -12.578  6.894  -11.920  0.088
H  -11.648  7.608  -13.166  0.086
H  -9.002  6.877  -11.692  0.117
H  -9.233  6.978  -13.367  0.129
H  -8.723  4.184  -12.146  0.123
H  -7.491  5.314  -12.514  0.121
H  -9.502  2.890  -13.875  0.084
H  -9.637  3.589  -15.535  0.089
H  -10.663  4.194  -14.225  0.079
C  -2.247  0.994  -14.649  -0.170
O  -2.104  -0.334  -14.904  -0.160
C  -3.049  -1.123  -14.146  -0.200
C  -2.606  -2.536  -13.918  -0.201
O  -2.756  -3.328  -15.103  -0.171
C  -2.149  -4.584  -15.057  -0.124
H  -1.457  1.512  -15.192  0.092
H  -1.962  1.242  -13.627  0.084
H  -3.250  1.375  -14.840  0.092
H  -4.038  -1.068  -14.601  0.129
H  -3.291  -0.672  -13.184  0.118
H  -3.186  -2.844  -13.049  0.124
H  -1.565  -2.454  -13.605  0.129
H  -2.309  -5.014  -16.046  0.092
H  -2.550  -5.233  -14.278  0.083
H  -1.091  -4.465  -14.824  0.084
C  1.899  14.270  -17.983  -0.177
O  0.786  13.849  -18.608  -0.198
C  1.126  12.959  -19.734  -0.153
C  -0.180  12.388  -20.279  -0.238
O  -1.079  13.452  -20.492  -0.199
C  -1.006  13.721  -21.936  -0.069
H  2.170  13.477  -17.287  0.100
H  1.796  15.218  -17.455  0.085
H  2.724  14.416  -18.681  0.090
H  1.758  12.135  -19.400  0.132
H  1.650  13.525  -20.504  0.122
H  -0.490  11.761  -19.442  0.126
H  -0.073  11.636  -21.060  0.133
H  -1.502  12.908  -22.467  0.091
H  -0.010  13.865  -22.355  0.091
H  -1.575  14.647  -22.012  0.081
C  0.468  16.291  -6.889  -0.097
O  -0.188  15.852  -5.690  -0.205
C  -1.604  16.140  -5.621  -0.182
C  -2.037  15.773  -4.224  -0.232
O  -1.710  16.806  -3.334  -0.164
C  -2.336  16.684  -2.075  -0.112
H  1.504  15.964  -6.803  0.087
H  0.328  17.348  -7.112  0.083
H  0.026  15.665  -7.665  0.079
H  -2.202  15.579  -6.338  0.120
H  -1.690  17.213  -5.794  0.125
H  -1.583  14.851  -3.859  0.131
H  -3.097  15.517  -4.224  0.116
H  -3.273  16.131  -2.140  0.079
H  -2.657  17.623  -1.623  0.084
H  -1.692  16.195  -1.344  0.087


(2)
The following is a DFT calculation (wB97M-V/def2-TZVPD) of a 7-piece molecular cluster, C34H63Cl12NO5S overall.

Computed properties:
Total charge: 0
SMILES: CCCCCCCCCCCCC[C@@]1(CCOC=O)OC(=O)O[C@@]1(S)N=C(C)C.ClCCCl.ClCCCl.ClCCCl.ClCCCl.ClCCCl.ClCCCl

Last column: Löwdin charge in e.
CARTESIAN COORDINATES (ANGSTROEM)
C  -3.802  -1.800  4.582  -0.110
C  -4.386  -0.605  3.808  -0.231
C  -3.397  0.019  2.796  -0.213
C  -4.001  0.209  1.391  -0.205
C  -4.208  -1.163  0.749  -0.210
C  -4.619  -1.118  -0.726  -0.188
C  -3.495  -1.329  -1.763  -0.198
C  -2.522  -2.486  -1.455  -0.188
C  -1.062  -2.088  -1.160  -0.219
C  -0.874  -0.758  -0.435  -0.205
C  0.252  -0.761  0.601  -0.182
C  0.167  0.510  1.462  -0.173
C  0.444  1.785  0.675  -0.115
C  -0.030  3.048  1.421  -0.365
C  -1.420  3.335  0.807  -0.095
C  -2.392  4.070  1.738  -0.134
O  -3.087  5.122  1.009  -0.054
C  -4.363  4.817  0.704  -0.335
O  -4.726  3.792  0.179  0.084
O  -0.220  2.823  2.803  0.075
C  0.375  3.792  3.555  -0.547
O  0.178  3.960  4.738  0.138
O  1.205  4.484  2.769  0.036
C  0.965  4.262  1.314  -0.615
S  0.298  5.892  0.774  0.914
N  2.226  3.993  0.781  0.106
C  2.840  4.758  -0.056  -0.424
C  4.020  5.537  0.431  -0.055
C  2.466  4.858  -1.496  -0.068
H  -4.390  -2.712  4.455  -0.015
H  -3.799  -1.618  5.656  0.063
H  -2.773  -2.028  4.311  0.065
H  -5.306  -0.934  3.339  0.061
H  -4.601  0.166  4.544  0.098
H  -2.557  -0.672  2.710  0.085
H  -3.002  0.959  3.176  0.099
H  -3.304  0.836  0.837  0.079
H  -4.940  0.740  1.546  0.117
H  -3.326  -1.768  0.950  0.103
H  -5.018  -1.636  1.293  0.071
H  -5.360  -1.902  -0.894  0.103
H  -5.130  -0.180  -0.932  0.109
H  -3.003  -0.374  -1.946  0.102
H  -3.995  -1.581  -2.697  0.098
H  -2.498  -3.133  -2.329  0.100
H  -2.951  -3.076  -0.649  0.101
H  -0.642  -2.877  -0.532  0.005
H  -0.482  -2.137  -2.077  0.096
H  -1.781  -0.404  0.049  0.082
H  -0.633  -0.009  -1.190  0.109
H  1.243  -0.828  0.155  0.113
H  0.078  -1.598  1.276  0.110
H  -0.857  0.552  1.835  0.090
H  0.858  0.460  2.297  0.122
H  -0.031  1.808  -0.299  0.110
H  1.518  1.833  0.483  0.089
H  -1.341  3.910  -0.110  0.111
H  -1.903  2.400  0.539  0.102
H  -1.900  4.578  2.560  0.113
H  -3.124  3.386  2.151  0.123
H  -5.083  5.602  0.967  0.143
H  -0.540  6.177  1.780  -0.095
H  3.659  6.382  1.010  0.071
H  4.653  5.888  -0.377  0.049
H  4.585  4.909  1.116  0.092
H  3.152  4.264  -2.094  0.042
H  1.435  4.533  -1.606  0.083
H  2.533  5.912  -1.757  0.020
Cl  1.861  -3.960  -3.857  0.521
C  2.964  -4.332  -2.505  -0.675
C  2.367  -5.300  -1.518  -0.689
Cl  1.011  -4.571  -0.611  0.613
H  3.222  -3.392  -2.021  0.067
H  3.867  -4.753  -2.943  0.047
H  3.122  -5.597  -0.784  -0.040
H  1.998  -6.196  -2.007  0.035
Cl  3.719  1.791  -1.605  0.615
C  5.482  1.618  -1.415  -0.636
C  6.236  2.740  -2.083  -0.663
Cl  6.116  2.670  -3.859  0.547
H  5.769  0.649  -1.815  0.068
H  5.689  1.624  -0.346  0.076
H  7.293  2.671  -1.831  0.074
H  5.868  3.711  -1.761  0.053
Cl  3.223  7.346  -4.202  0.566
C  3.690  8.973  -3.649  -0.656
C  4.509  8.938  -2.384  -0.635
Cl  3.562  8.424  -0.959  0.608
H  2.782  9.556  -3.517  0.070
H  4.277  9.421  -4.448  0.073
H  4.882  9.937  -2.167  0.073
H  5.359  8.266  -2.479  0.070
Cl  3.135  -7.059  -4.410  0.590
C  2.612  -7.349  -6.088  -0.639
C  3.557  -6.746  -7.096  -0.665
Cl  3.521  -4.967  -7.083  0.538
H  1.605  -6.953  -6.195  0.072
H  2.575  -8.429  -6.226  0.072
H  3.271  -7.064  -8.097  0.072
H  4.582  -7.061  -6.914  0.066
Cl  -7.866  -2.091  2.179  0.568
C  -8.383  -3.651  2.861  -0.660
C  -7.548  -4.082  4.041  -0.643
Cl  -5.879  -4.538  3.596  0.580
H  -8.351  -4.390  2.064  0.068
H  -9.417  -3.526  3.177  0.071
H  -7.999  -4.964  4.492  0.070
H  -7.488  -3.302  4.796  0.071
Cl  2.380  -8.541  2.316  0.546
C  4.005  -7.948  2.738  -0.667
C  4.357  -6.685  1.996  -0.630
Cl  4.581  -6.975  0.249  0.603
H  4.718  -8.742  2.529  0.067
H  4.007  -7.753  3.809  0.073
H  5.295  -6.283  2.374  0.074
H  3.585  -5.927  2.112  0.073


no.,HOMO (eV),LUMO energy (eV)
1,-8.54,-6.10
2,-8.63,0.20